No. 1
11
Properties=species:S:1:pos:R:3 method="wB97M-V/def2-TZVPD" s2=2.03 de_lowest_kcal_mol=0.0 e_homo_ev="-1.0 / -4.0" spin_multiplicity=3 total_charge=-1
C -2.301 0.753 -0.232
C -3.738 -0.957 -0.275
C -0.047 0.016 0.028
N -3.551 0.274 -0.325
N -1.428 -0.246 0.041
O -1.857 -1.508 0.069
S -1.834 2.359 -0.499
S -4.684 -2.173 -0.071
H 0.545 -0.558 0.945
H 0.305 -0.431 -0.830
H 0.229 1.009 0.262

---

No. 2
70
Properties=species:S:1:pos:R:3 method="wB97M-V/def2-TZVPD" s2=0.75 e_homo_ev="-10.6 / -10.6" spin_multiplicity=2 total_charge=+1
Cs 1.469 -1.924 4.311
B 1.564 0.148 1.696
F 1.823 1.102 2.610
F 2.502 -0.820 1.821
F 0.383 -0.503 1.944
F 1.617 0.666 0.399
C -7.408 -5.865 -0.769
O -6.374 -4.839 -0.608
C -6.739 -3.660 -1.315
C -5.898 -2.502 -0.762
N -4.407 -2.535 -1.015
C -3.740 -1.273 -0.719
C -3.540 -0.940 0.829
O -2.830 -1.967 1.600
C -2.587 -1.359 2.876
H -8.425 -5.593 -0.488
H -7.154 -6.854 -0.388
H -7.723 -5.976 -1.807
H -7.801 -3.460 -1.170
H -6.588 -3.837 -2.380
H -6.153 -2.424 0.295
H -6.315 -1.606 -1.221
H -4.491 -2.573 -2.021
H -4.271 -0.473 -1.235
H -2.680 -1.222 -0.967
H -4.402 -0.550 1.371
H -2.882 -0.111 0.568
H -2.075 -2.070 3.525
H -3.553 -1.402 3.381
H -2.097 -0.386 2.877
C 2.022 4.530 -1.642
O 2.638 3.271 -2.012
C 3.660 2.869 -1.016
C 4.408 1.690 -1.498
N 3.509 0.559 -1.744
C 2.865 0.578 -3.015
C 3.378 -0.380 -4.097
O 3.266 -1.789 -3.621
C 4.143 -2.600 -4.345
H 2.754 5.312 -1.843
H 1.446 4.529 -0.717
H 1.207 4.780 -2.322
H 3.106 2.834 -0.078
H 4.297 3.750 -1.088
H 5.178 1.448 -0.765
H 5.128 1.939 -2.277
H 2.884 0.587 -0.951
H 2.861 1.517 -3.569
H 1.805 0.350 -2.900
H 4.405 -0.015 -4.133
H 2.913 -0.362 -5.083
H 4.134 -3.648 -4.046
H 5.176 -2.251 -4.378
H 3.648 -2.637 -5.315
Br 6.413 2.501 1.145
C 5.408 1.293 2.368
C 4.822 2.167 3.529
Br 4.221 0.910 4.837
H 6.222 0.659 2.718
H 4.818 0.612 1.755
H 3.942 2.725 3.209
H 5.410 2.899 4.084
Br -2.797 4.724 2.785
C -2.017 2.906 2.674
C -0.690 2.912 3.439
Br -0.743 3.380 5.376
H -2.054 2.540 1.648
H -2.784 2.331 3.193
H 0.125 3.511 3.031
H -0.351 1.876 3.429

---

No. 3
46
Properties=species:S:1:pos:R:3 method="wB97M-V/def2-TZVPD" e_homo_ev=-8.7 total_charge=0
C -4.350 0.457 4.899
C -3.687 1.275 5.828
C -2.303 1.228 5.949
C -1.558 0.405 5.075
C -0.131 0.592 4.945
S 0.737 -0.036 3.607
C 2.319 -0.458 4.377
C 3.019 0.683 5.107
C 2.150 1.280 6.197
S 0.615 2.013 5.571
C -2.224 -0.500 4.222
C -3.611 -0.452 4.124
H -5.436 0.500 4.806
H -4.260 1.951 6.466
H -1.768 1.822 6.697
H 2.114 -1.302 5.046
H 2.918 -0.815 3.525
H 3.940 0.297 5.566
H 3.261 1.467 4.381
H 1.847 0.581 6.985
H 2.634 2.144 6.672
H -1.633 -1.221 3.650
H -4.123 -1.134 3.442
C 3.375 -4.340 7.197
C 2.574 -3.063 7.162
O 1.336 -3.226 7.603
B 0.544 -2.025 7.991
H 0.412 -1.209 7.006
O -0.728 -2.554 8.497
C -1.646 -3.032 7.663
C -2.579 -3.980 8.385
O -1.734 -2.763 6.470
O 1.206 -1.465 9.180
C 0.959 -0.220 9.576
C 1.328 -0.040 11.033
O 0.514 0.673 8.865
O 3.054 -1.998 6.773
H 2.703 -5.187 7.327
H 3.938 -4.423 6.269
H 4.082 -4.316 8.032
H -2.624 -3.726 9.446
H -3.567 -3.931 7.937
H -2.212 -5.011 8.302
H 2.255 -0.576 11.254
H 1.433 1.015 11.254
H 0.541 -0.467 11.666

---

No. 4
48
Properties=species:S:1:pos:R:3 method="wB97M-V/def2-TZVPD" e_homo_ev="-15.9 / -15.9" total_charge=+2
N -1.925 -0.587 0.876
C -3.013 -0.945 1.316
O -4.031 -0.726 1.871
Ag -2.694 1.336 2.333
V -0.040 -0.067 0.721
N 0.198 1.615 -0.091
N 0.748 -1.505 -0.193
C -0.425 2.437 -1.203
C 0.140 -2.525 -1.128
C -0.143 3.942 -1.054
C 0.115 1.965 -2.555
C -1.930 2.234 -1.177
C -0.562 -3.601 -0.285
C 1.155 -3.203 -2.057
C -0.891 -1.816 -1.988
H -0.458 4.299 -0.070
H -0.699 4.524 -1.803
H 0.912 4.191 -1.181
H 1.205 2.039 -2.612
H -0.295 2.553 -3.390
H -0.153 0.917 -2.736
H -2.196 1.174 -1.210
H -2.414 2.729 -2.035
H -2.370 2.664 -0.273
H 0.133 -4.077 0.412
H -0.994 -4.395 -0.909
H -1.374 -3.160 0.303
H 1.876 -3.833 -1.529
H 1.713 -2.463 -2.638
H 0.643 -3.853 -2.780
H -1.439 -2.527 -2.622
H -0.403 -1.097 -2.655
H -1.621 -1.281 -1.373
C 1.579 1.994 0.180
H 1.995 1.277 0.891
H 2.235 1.981 -0.714
H 1.708 2.990 0.646
C 2.119 -1.850 0.207
H 2.450 -1.152 0.978
H 2.225 -2.868 0.630
H 2.863 -1.791 -0.616
Cl 0.994 1.723 6.019
C 0.676 0.240 5.130
Cl 2.054 -0.889 5.228
Cl -0.827 -0.542 5.690
C 0.444 0.583 3.494
O 0.521 1.792 3.175
O 0.199 -0.445 2.780

---

No. 5
15
Properties=species:S:1:pos:R:3 method="wB97M-V/def2-TZVPD" de_lowest_kcal_mol=134.1 e_homo_ev="-19.0 / -20.2" total_charge=+2
C 0.796 0.320 -0.106
C -0.257 0.145 -2.353
N -0.001 -0.193 -1.109
N -0.044 0.601 1.166
N -0.782 -0.597 1.467
O -0.979 -0.660 -3.005
H 1.473 -0.530 0.280
H 1.415 1.192 -0.367
H 0.211 0.987 -2.720
H -0.441 -1.162 -0.872
H 0.493 1.183 1.865
H -0.814 1.277 0.824
H -1.630 -0.335 2.011
H 0.086 -2.136 2.534
H -1.049 -0.339 -3.892

---

No. 6
18
Properties=species:S:1:pos:R:3 method="wB97M-V/def2-TZVPD" de_lowest_kcal_mol=0.5 e_homo_ev=-8.9 total_charge=0
C 2.189 -0.197 0.990
C 1.078 -0.010 0.200
C -1.597 1.016 0.170
C -0.752 -1.451 -0.651
C -0.281 -0.498 0.442
N 1.363 0.700 -0.920
N 2.570 1.056 -1.024
N -1.178 1.765 -0.820
O -2.522 0.984 0.911
O -0.496 -0.945 1.733
F -2.057 -1.770 -0.482
F -0.076 -2.633 -0.611
S 3.509 0.561 0.230
H 2.265 -0.725 1.917
H -0.624 -1.031 -1.659
H -0.250 1.592 -1.208
H -1.690 2.595 -1.087
H -1.453 -1.009 1.871

---

What did the first record say?
11
Properties=species:S:1:pos:R:3 method="wB97M-V/def2-TZVPD" s2=2.03 de_lowest_kcal_mol=0.0 e_homo_ev="-1.0 / -4.0" spin_multiplicity=3 total_charge=-1
C -2.301 0.753 -0.232
C -3.738 -0.957 -0.275
C -0.047 0.016 0.028
N -3.551 0.274 -0.325
N -1.428 -0.246 0.041
O -1.857 -1.508 0.069
S -1.834 2.359 -0.499
S -4.684 -2.173 -0.071
H 0.545 -0.558 0.945
H 0.305 -0.431 -0.830
H 0.229 1.009 0.262